An isolated ion of composition C6H5O7S and charge -1 at a distorted geometry. Source: OMol25; level of theory: ωB97M-V with the def2-TZVPD basis set.

Each atom is followed by the atoms it is bonded to, with distances in Å.
Element x y z (Å)
1 S -1.3187 0.6165 0.3448  O2 1.657, O4 1.470, O6 1.524, C14 1.699
2 O -2.8980 0.3500 0.7693  S1 1.657, H17 0.987
3 O -1.2203 -1.5968 1.3870  C14 1.409, H19 0.933
4 O -1.4168 1.3172 -0.9434  S1 1.470
5 O 1.2916 2.2340 0.2210  C13 1.356, H18 1.030
6 O -0.8388 1.5280 1.4676  S1 1.524
7 O 2.7622 0.0391 1.9240  C12 1.195
8 O 0.1859 -2.7726 -0.7608  C11 1.261
9 C 0.6154 -0.6670 -1.8017  C10 1.329, C11 1.491, H15 1.043
10 C 1.1801 0.4780 -1.4323  C9 1.329, C13 1.517, H16 1.050
11 C 0.0243 -1.5226 -0.7328  O8 1.261, C9 1.491, C14 1.387
12 C 2.1838 0.3184 0.9168  O7 1.195, C13 1.294
13 C 1.6434 0.9571 -0.0698  O5 1.356, C10 1.517, C12 1.294
14 C -0.5481 -0.8977 0.3656  S1 1.699, O3 1.409, C11 1.387
15 H 0.4502 -1.0114 -2.7721  C9 1.043
16 H 1.6229 1.0749 -2.1739  C10 1.050
17 H -2.9119 -0.3166 1.4974  O2 0.987
18 H 0.4483 2.3103 0.8080  O5 1.030
19 H -1.2554 -2.4387 0.9855  O3 0.933

Properties
Frontier orbital gap in eV: 7.2161
SMILES: O=C=C(O)/C=C\C([O-])=C(\O)S(=O)(=O)O
Net charge: -1
LUMO in eV: 3.29
ΔE to the lowest compared entry with this formula, charge and spin in kcal/mol: 69.1
M in g mol⁻¹: 221.17